1.
Here is a 2-piece molecular cluster, C2H3NO2S overall from OMol25. Energies are from the ωB97M-V functional and the def2-TZVPD basis.

HOMO level (alpha / beta): -8.991 / -9.669 eV
Frontier orbital gap (alpha / beta): 9.80 / 8.65 eV
Multiplicity: 3

Geometry as XYZ:
```
9
Properties=species:S:1:pos:R:3:lowdin_spin:R:1
C 0.010 -0.697 -0.278 0.007
C -1.444 -0.188 -0.428 0.002
N -0.507 -0.130 0.808 0.003
O 2.284 1.412 0.609 0.723
O 0.828 -1.283 -0.865 0.041
S 3.027 0.261 0.103 1.225
H -1.666 0.821 -0.965 0.000
H -2.419 -0.882 -0.294 0.000
H -0.112 0.686 1.310 -0.001
```

2.
Here is C4H8N2OS as an isolated structure from OMol25. Energies are from the ωB97M-V functional and the def2-TZVPD basis.

HOMO level: -8.313 eV
Frontier orbital gap: 8.40 eV

Geometry as XYZ:
```
16
Properties=species:S:1:pos:R:3:mulliken_charge:R:1
C -0.872 0.983 -0.915 0.115
C -0.340 0.828 0.555 -0.347
C 0.188 0.038 -0.647 -0.416
C 0.209 -2.392 1.479 -0.194
H -0.334 3.269 -1.081 0.277
H 1.005 1.732 -1.770 0.330
H -1.975 0.906 -1.160 0.354
H 0.127 1.730 0.983 0.279
H -1.169 0.410 1.104 0.215
H 1.116 0.325 -0.992 0.154
H 1.986 -1.335 0.615 0.360
H 1.068 -2.840 2.142 0.250
N -0.344 2.114 -1.788 -0.669
N 0.805 -1.674 0.485 -0.183
O -0.037 -1.443 -0.614 -0.248
S -1.432 -2.652 1.605 -0.277
```

3.
Here is CH4INS as an isolated structure from OMol25. Energies are from the ωB97M-V functional and the def2-TZVPD basis.

HOMO level (alpha / beta): -8.276 / -8.275 eV
Frontier orbital gap (alpha / beta): 7.71 / 7.71 eV

Geometry as XYZ:
```
8
Properties=species:S:1:pos:R:3:mulliken_charge:R:1
C -1.117 -0.812 0.335 -0.312
N 1.144 -0.128 0.354 -0.437
S 0.287 -1.416 0.665 0.245
I 3.046 -0.249 -0.251 0.072
H -1.973 -1.419 0.658 0.298
H 0.017 2.154 -1.257 0.234
H -1.376 0.273 0.119 0.146
H -0.028 1.596 -0.623 -0.245
```

4.
Here is an isolated ion of composition C3H6N and charge +1 from OMol25. Energies are from the ωB97M-V functional and the def2-TZVPD basis.

Net charge: +1
HOMO level (alpha / beta): -15.943 / -15.944 eV
Frontier orbital gap (alpha / beta): 8.44 / 8.44 eV

Geometry as XYZ:
```
10
Properties=species:S:1:pos:R:3:mulliken_charge:R:1
C 1.178 0.576 -0.058 -0.173
C 0.401 -0.580 0.215 -0.377
C -1.026 -0.073 -0.492 0.062
N -1.975 0.324 0.210 -0.392
H 1.501 1.322 0.772 0.281
H 1.742 0.822 -1.006 0.292
H 0.727 -1.373 -0.551 0.271
H 0.277 -0.925 1.245 0.393
H -1.025 -0.468 -1.500 0.377
H -1.801 0.377 1.166 0.265
```